ORCA calculation (ωB97M-V/def2-TZVPD) on a cluster of 13 separate species, C39H78O39 in total.

Cartesian coordinates (Å):
C (5.192, -11.066, -1.614)
O (5.438, -10.695, -0.238)
C (5.209, -9.474, 0.130)
O (4.727, -8.608, -0.616)
O (5.532, -9.319, 1.432)
C (5.163, -8.122, 2.207)
H (4.219, -10.754, -1.993)
H (5.507, -12.101, -1.742)
H (5.900, -10.501, -2.220)
H (5.606, -7.304, 1.639)
H (5.579, -8.029, 3.210)
H (4.108, -7.994, 2.451)
C (8.431, -1.248, -6.288)
O (7.075, -1.292, -5.935)
C (6.097, -1.754, -6.824)
O (6.326, -2.345, -7.897)
O (4.872, -1.558, -6.234)
C (3.677, -2.014, -6.820)
H (8.702, -0.849, -7.266)
H (8.795, -2.259, -6.110)
H (8.950, -0.783, -5.450)
H (3.835, -2.951, -7.355)
H (3.280, -1.162, -7.372)
H (2.987, -2.391, -6.066)
C (-9.941, 0.588, -0.994)
O (-8.823, 0.062, -0.237)
C (-8.909, -1.171, 0.360)
O (-9.881, -1.935, 0.397)
O (-7.702, -1.434, 0.863)
C (-7.466, -2.660, 1.650)
H (-9.756, 1.627, -1.267)
H (-10.977, 0.420, -0.701)
H (-9.859, -0.003, -1.906)
H (-6.412, -2.590, 1.918)
H (-7.798, -3.517, 1.064)
H (-8.055, -2.477, 2.549)
C (-4.978, -3.495, -4.099)
O (-5.975, -4.344, -3.542)
C (-7.275, -4.260, -3.889)
O (-7.782, -3.253, -4.487)
O (-7.856, -5.300, -3.444)
C (-9.244, -5.478, -3.453)
H (-4.925, -3.500, -5.188)
H (-4.039, -3.864, -3.686)
H (-5.106, -2.461, -3.781)
H (-9.684, -5.082, -4.368)
H (-9.758, -4.966, -2.639)
H (-9.535, -6.511, -3.259)
C (-1.129, -2.067, 6.749)
O (-0.033, -2.162, 5.883)
C (1.190, -1.829, 6.379)
O (1.312, -1.056, 7.348)
O (2.180, -2.411, 5.745)
C (3.600, -2.073, 6.016)
H (-1.387, -1.017, 6.888)
H (-1.018, -2.459, 7.761)
H (-1.979, -2.533, 6.253)
H (3.968, -1.064, 5.830)
H (4.194, -2.839, 5.517)
H (3.805, -2.209, 7.078)
C (-1.799, -6.863, 1.637)
O (-1.626, -6.765, 3.121)
C (-2.579, -7.168, 3.967)
O (-3.595, -7.798, 3.693)
O (-2.174, -6.901, 5.251)
C (-2.889, -7.458, 6.387)
H (-2.824, -7.011, 1.297)
H (-1.085, -7.623, 1.320)
H (-1.382, -5.913, 1.303)
H (-3.423, -8.387, 6.190)
H (-3.653, -6.753, 6.714)
H (-2.294, -7.618, 7.286)
C (-4.429, 10.400, 3.321)
O (-3.098, 9.908, 3.255)
C (-2.834, 8.685, 2.847)
O (-3.630, 7.776, 2.666)
O (-1.541, 8.663, 2.583)
C (-0.898, 7.577, 1.986)
H (-4.374, 11.374, 3.806)
H (-5.118, 9.897, 4.000)
H (-4.892, 10.324, 2.337)
H (-0.025, 7.921, 1.431)
H (-1.594, 7.242, 1.217)
H (-0.639, 6.826, 2.733)
C (9.351, -4.505, -1.279)
O (9.346, -3.789, -0.099)
C (10.337, -3.775, 0.776)
O (11.499, -4.054, 0.598)
O (9.897, -3.303, 1.979)
C (10.874, -3.074, 3.017)
H (10.309, -4.418, -1.791)
H (8.519, -4.341, -1.964)
H (9.243, -5.574, -1.097)
H (11.529, -2.206, 2.935)
H (11.500, -3.966, 3.019)
H (10.392, -3.096, 3.994)
C (13.317, 3.643, 1.429)
O (12.148, 3.356, 2.233)
C (11.025, 2.930, 1.654)
O (10.919, 2.715, 0.423)
O (10.125, 2.760, 2.574)
C (8.854, 2.238, 2.129)
H (13.188, 4.132, 0.464)
H (13.827, 2.707, 1.203)
H (13.963, 4.360, 1.936)
H (9.046, 1.229, 1.764)
H (8.447, 2.765, 1.266)
H (8.027, 2.124, 2.829)
C (-7.086, 4.134, -5.662)
O (-7.518, 5.110, -6.629)
C (-8.698, 5.751, -6.589)
O (-9.449, 5.863, -5.594)
O (-8.865, 6.445, -7.759)
C (-9.856, 7.431, -7.744)
H (-7.261, 4.605, -4.694)
H (-5.999, 4.114, -5.739)
H (-7.527, 3.144, -5.771)
H (-9.707, 8.240, -7.028)
H (-10.858, 7.058, -7.534)
H (-9.967, 7.905, -8.719)
C (5.364, 8.995, -1.108)
O (5.910, 8.092, -2.098)
C (5.845, 6.745, -1.866)
O (5.693, 6.214, -0.774)
O (5.919, 6.100, -3.064)
C (5.373, 4.788, -3.201)
H (6.285, 9.158, -0.549)
H (4.437, 8.825, -0.560)
H (5.258, 9.921, -1.674)
H (5.748, 4.228, -4.057)
H (4.295, 4.664, -3.100)
H (5.798, 4.249, -2.354)
C (-1.340, 1.343, -0.187)
O (-0.072, 0.833, 0.189)
C (0.658, -0.060, -0.545)
O (0.327, -0.544, -1.650)
O (1.851, -0.183, 0.015)
C (2.663, -1.292, -0.581)
H (-1.363, 2.049, -1.018)
H (-1.799, 1.752, 0.713)
H (-2.128, 0.638, -0.450)
H (3.290, -1.648, 0.237)
H (3.434, -0.998, -1.293)
H (2.115, -2.178, -0.903)
C (-12.105, 5.964, 2.078)
O (-11.080, 5.101, 2.514)
C (-10.229, 5.368, 3.522)
O (-10.154, 6.400, 4.172)
O (-9.465, 4.323, 3.702)
C (-8.257, 4.415, 4.518)
H (-12.965, 5.329, 1.863)
H (-11.840, 6.435, 1.132)
H (-12.320, 6.720, 2.834)
H (-7.368, 4.725, 3.970)
H (-8.070, 3.424, 4.932)
H (-8.380, 5.000, 5.430)

Summary:
- E_LUMO (eV) = -0.059
- molar mass (g mol⁻¹) = 1171.014
- charge = 0
- strongest force on any atom (eV/Å) = 6.3
- HOMO level (eV) = -10.51

ORCA calculation (ωB97M-V/def2-TZVPD) on a structure of composition C2H4N4O.

Cartesian coordinates (Å):
N (-0.607, -1.557, 0.015)
C (-0.409, 0.604, 0.379)
C (0.543, -0.639, -1.096)
N (-0.460, 1.643, 1.223)
O (-1.334, -0.330, 0.503)
N (0.512, 0.553, -0.589)
N (1.051, -1.157, -2.090)
H (-0.231, -1.996, 0.857)
H (-1.198, 1.654, 1.911)
H (0.070, 2.467, 0.984)
H (2.063, -1.243, -2.097)

Summary:
- E_LUMO (eV) = 0.542
- molar mass (g mol⁻¹) = 100.081
- charge = 0
- strongest force on any atom (eV/Å) = 2.8
- HOMO level (eV) = -8.78

ORCA calculation (ωB97M-V/def2-TZVPD) on a cluster of 2 separate species, C4H10O2S in total.

Cartesian coordinates (Å):
O (-1.731, -2.985, 0.458)
C (-1.296, -2.404, 1.414)
C (-0.421, -1.173, 1.522)
C (0.505, -0.813, 0.327)
C (-0.208, -0.944, -1.054)
S (0.836, -0.282, -2.324)
H (-1.767, -2.724, 2.452)
H (0.249, -1.130, 2.426)
H (-1.159, -0.354, 1.646)
H (0.957, 0.126, 0.698)
H (1.237, -1.624, 0.159)
H (-1.216, -0.527, -0.879)
H (-0.203, -1.989, -1.375)
H (0.940, 0.901, -1.708)
O (0.974, 6.697, 1.763)
H (1.456, 7.308, 2.342)
H (1.097, 7.258, 0.981)

Summary:
- E_LUMO (eV) = 0.763
- molar mass (g mol⁻¹) = 122.189
- structure (SMILES) = O=CCCCS.O
- charge = 0
- strongest force on any atom (eV/Å) = 2.9
- HOMO level (eV) = -8.95